The following is a DFT calculation (wB97M-V/def2-TZVPD) of a 11-piece molecular cluster, C4H26O12 overall at a distorted geometry.

Atoms and positions in Å:
O 1.810593 2.575364 -1.120074
C 1.087440 1.653127 -1.405410
C 0.818864 0.904542 -2.689209
C 0.698926 -0.670863 -2.632878
C 1.874186 -1.258076 -2.186614
O 2.770740 -0.701023 -1.553917
H 0.307274 1.414941 -0.630211
H -0.089465 1.213725 -3.181165
H 1.586550 1.240703 -3.410657
H 0.537064 -0.928434 -3.811200
H -0.187262 -0.970458 -2.016853
H 2.189945 -2.299368 -2.382285
O 3.105079 0.474864 0.977006
H 2.810263 0.277901 0.076925
H 4.039164 0.464027 0.953997
O -0.063285 -0.397458 0.514915
H -0.951566 0.053477 0.359435
H 0.364332 -0.091055 1.356936
O 0.003357 -1.486728 3.641237
H 0.522216 -0.737291 3.885581
H 0.548928 -1.889602 2.979446
O 0.824001 0.893438 3.041109
H 0.106763 1.310504 2.660715
H 1.612723 1.099361 2.660711
O 0.054066 2.955786 1.449652
H 0.778814 3.306225 0.833715
H 0.456761 3.259748 2.312075
O -0.330078 -2.700842 -0.809123
H 0.049768 -3.462999 -0.308857
H -0.399292 -1.966259 -0.155660
O -2.845017 -1.387159 -1.460719
H -2.132782 -1.835385 -1.071720
H -2.608861 -1.021809 -2.207646
O -1.915904 2.346908 -0.825764
H -1.562442 2.739786 -0.029698
H -2.722731 2.950141 -0.793465
O -2.715752 0.100538 0.694713
H -2.733420 0.965323 0.342802
H -3.277801 -0.354438 0.021727
O -1.434967 -3.033869 1.717323
H -1.200113 -2.099174 1.622018
H -1.787078 -2.908119 2.581075

Atoms 1-6, force components in eV/Å:
O 0.7783 -0.0811 -1.0086
C -2.9828 0.0410 1.4727
C 1.7273 -0.1999 -0.8698
C -3.4552 2.9291 -3.5313
C 5.0675 -2.2443 2.0207
O -1.1017 0.5327 -0.3061

HOMO energy (eV): -9.7
Electronic energy (eV): -29138.1631
F_max (eV Å⁻¹): 6.97
Energy relative to the best compared isomer or geometry (same formula, charge and spin) (kcal per mole): 56.3
Structure (SMILES): O=CCCC=O.O.O.O.O.O.O.O.O.O.O
Orbital gap (eV): 9.741

The following is a DFT calculation (wB97M-V/def2-TZVPD) of a 9-piece molecular cluster, C4H26O9 overall.

Atoms and positions in Å:
C 0.276110 4.093590 -1.596896
O 0.337255 5.102398 -0.607934
H 1.253337 3.948800 -2.070326
H -0.136836 3.157582 -1.222708
H -0.385220 4.429251 -2.400270
H 1.190405 5.066446 -0.170663
C 0.513779 -0.683288 3.739329
O -0.628395 0.021846 3.293523
H 0.486871 -0.670895 4.826630
H 0.518901 -1.730263 3.408822
H 1.429685 -0.204359 3.377740
H -0.581911 0.114715 2.332157
C -2.063927 -2.828433 1.571309
O -1.093224 -2.551737 0.558920
H -1.568506 -3.188503 2.478433
H -2.699577 -1.959998 1.730105
H -2.700539 -3.656413 1.247657
H -0.839083 -1.622381 0.671386
C 2.701221 -1.983778 0.773660
O 2.398121 -0.570189 0.749042
H 3.620708 -2.179411 1.325282
H 1.883767 -2.495396 1.271933
H 2.777501 -2.339918 -0.254654
H 3.131526 -0.124415 0.316560
O -0.314417 0.107983 0.468795
H -0.591605 0.414768 -0.399490
H 0.651400 -0.002342 0.421649
O -3.644155 0.248663 -0.694393
H -2.790143 0.350570 -1.134799
H -3.931748 1.146902 -0.509540
O -0.299515 -1.771001 -3.197217
H -0.849447 -1.082725 -2.798247
H -0.283176 -2.472426 -2.537063
O -1.260383 0.821946 -2.308429
H -1.453536 1.009122 -3.233335
H -0.285592 0.914894 -2.240821
O 1.442043 1.148017 -2.163518
H 1.754191 0.265132 -2.404301
H 2.034126 1.755238 -2.618340

Atoms 1-6, force components in eV/Å:
C -0.0566 0.2478 -0.4648
O -0.0919 0.0972 -0.0345
H -0.0046 -0.2148 0.1290
H 0.2121 -0.0819 0.1699
H -0.0488 0.1278 0.1697
H -0.0374 -0.0793 0.0671

HOMO energy (eV): -9.6
Electronic energy (eV): -22996.0905
F_max (eV Å⁻¹): 0.65
Energy relative to the best compared isomer or geometry (same formula, charge and spin) (kcal per mole): 63.2
Structure (SMILES): CO.CO.CO.CO.O.O.O.O.O
Orbital gap (eV): 9.288

The following is a DFT calculation (wB97M-V/def2-TZVPD) of a 9-piece molecular cluster, C4H26O9 overall at a distorted geometry.

Atoms and positions in Å:
C 9.047359 8.566093 9.177929
C 7.750285 8.817643 9.962554
O 7.240436 10.203237 9.730242
H 9.945027 8.889740 9.805994
H 9.005745 8.999830 8.161133
H 9.157820 7.505508 9.074248
H 7.983951 8.660243 11.003271
H 7.013787 8.169532 9.495988
H 6.586560 10.402490 10.422580
C 7.229042 4.691386 9.953094
C 6.874276 4.965087 11.411908
O 5.507938 5.517495 11.474758
H 6.621754 3.903047 9.575848
H 8.326427 4.507253 9.810114
H 7.014288 5.618528 9.355229
H 7.560608 5.679708 11.793423
H 6.762370 4.066238 12.022197
H 5.414917 5.765482 12.432243
O 4.705847 7.487636 9.597591
H 4.918779 6.586064 9.916630
H 4.493611 7.494930 8.676296
O 7.607209 10.967616 7.033688
H 7.630053 10.930193 8.000825
H 8.519108 10.980310 6.706449
O 5.591993 14.012802 10.653311
H 5.170445 14.125841 9.815394
H 5.272386 13.151515 10.977380
O 5.325880 9.733685 11.415728
H 5.209446 9.017916 10.791094
H 4.484644 9.919464 11.744476
O 5.434385 12.412357 6.935642
H 6.307366 12.170254 6.647490
H 4.990557 12.725678 6.157014
O 5.925930 7.382893 7.001324
H 5.770750 7.045431 6.131767
H 5.843631 8.321283 6.895123
O 4.751177 9.701104 7.987545
H 4.805244 10.604189 7.610502
H 5.451715 9.707951 8.674673

Atoms 1-6, force components in eV/Å:
C 0.6610 1.1994 1.0565
C 0.2257 1.3309 -1.8507
O 1.1226 -1.0842 0.0444
H -1.0330 0.0058 -1.2297
H 0.2098 -0.1039 0.6487
H 0.0066 -0.7306 -0.1699

HOMO energy (eV): -10.3
Electronic energy (eV): -22997.3898
F_max (eV Å⁻¹): 2.32
Energy relative to the best compared isomer or geometry (same formula, charge and spin) (kcal per mole): 33.3
Structure (SMILES): CCO.CCO.O.O.O.O.O.O.O
Orbital gap (eV): 10.790

The following is a DFT calculation (wB97M-V/def2-TZVPD) of a 9-piece molecular cluster, C4H27N2O8 overall at a distorted geometry.

Atoms and positions in Å:
C -2.763121 -0.372400 -1.435220
C -2.574310 1.118002 -1.089788
C -1.216122 1.691034 -1.304791
C -0.881067 2.814085 -1.919701
N -0.127774 0.811434 -0.855485
N -2.087020 -1.189825 -0.375417
H -3.835547 -0.572598 -1.329620
H -2.255934 -0.650241 -2.349544
H -2.909173 1.250710 -0.058954
H -3.378089 1.645228 -1.622743
H -1.596839 3.468433 -2.387294
H 0.181361 3.025985 -1.984001
H 0.080999 0.029258 -1.467549
H -0.295899 0.434388 0.109168
H 0.732122 1.379374 -0.765191
H -2.490508 -1.076866 0.542513
H -2.022472 -2.150089 -0.678451
H 0.342341 -3.136486 -3.201995
H 1.025822 -1.985611 -2.315841
O 0.530094 -2.806162 -2.320562
H 0.811692 2.964030 1.411847
H 1.720327 3.020416 2.645082
O 1.270670 3.574834 2.002296
H -1.464444 1.983735 1.665915
H -0.374388 1.138930 2.467384
O -0.574840 1.621078 1.661239
H -0.444251 -0.548800 2.846943
H 0.074454 -0.224042 4.247525
O -0.705883 -0.560986 3.791187
H 3.514576 0.501761 -0.539292
H 2.529142 0.688127 0.451522
O 2.701149 1.016532 -0.446456
H 0.510917 -2.770794 -0.427746
H 0.793067 -3.989078 0.378795
O 1.144949 -3.101263 0.241982
H 1.160571 -1.470296 1.155930
H 1.445936 -1.010761 2.420945
O 0.909898 -0.672019 1.679345
H 4.054004 -1.880384 -0.828670
H 2.934798 -2.383862 0.045898
O 3.528783 -1.624813 -0.061216

Atoms 1-6, force components in eV/Å:
C 0.5148 -0.1297 2.5570
C -1.2328 -0.2125 -0.3175
C -0.6375 -0.2373 -0.7001
C 0.4943 -0.6632 0.2596
N 0.8276 0.6558 1.1997
N 0.7801 0.5795 -0.9254

HOMO energy (eV): -13.1
Electronic energy (eV): -23939.8147
F_max (eV Å⁻¹): 2.61
Energy relative to the best compared isomer or geometry (same formula, charge and spin) (kcal per mole): 17.1
Net charge: +1
Orbital gap (eV): 10.094

The following is a DFT calculation (wB97M-V/def2-TZVPD) of a 8-piece molecular cluster, C4H27N3O7 overall at a distorted geometry.

Atoms and positions in Å:
C -0.131437 -0.577982 -1.117984
C -1.256729 0.252897 -1.603098
C -1.287522 1.561098 -0.775525
N -0.843558 2.742818 1.885476
C -1.950086 2.186668 1.547449
N -2.100264 1.410223 0.466079
N -0.364523 -1.305555 0.415276
H 0.124233 -1.464467 -1.722245
H 0.867529 -0.125757 -1.014008
H -0.806503 0.343169 -2.642486
H -2.293241 -0.126046 -1.783132
H -1.948616 2.312639 -1.408648
H -0.301834 1.975038 -0.564826
H -0.632379 3.026504 2.904253
H 0.144758 2.725011 1.265027
H -2.928316 2.179318 2.332718
H -3.169711 1.287212 0.172631
H -1.081472 -2.015782 0.290569
H -0.488070 -0.517038 1.130580
H 0.514205 -1.585573 0.764035
H 0.615094 -3.987947 -1.101579
H 0.819742 -3.670540 0.393101
O 0.867033 -3.274383 -0.563627
H -3.810927 -1.798806 2.320106
H -3.836533 -2.820709 1.175291
O -3.201351 -2.189345 1.689854
H 1.511081 1.519763 -4.055466
H 0.409327 2.354545 -3.452858
O 0.877653 1.631739 -3.391591
H 2.348840 0.751173 0.707760
H 1.567876 1.820175 0.015599
O 1.391192 1.188113 0.695118
H 0.912229 -3.455147 2.935156
H -0.648681 -3.605866 2.476434
O 0.275279 -3.534125 2.115943
H 3.293545 3.376632 -1.607739
H 2.997263 1.918150 -1.931668
O 3.099793 2.503254 -1.140575
H 3.760273 -0.767256 1.411428
H 3.420739 -1.556959 0.108955
O 3.264076 -0.686875 0.658215

Atoms 1-6, force components in eV/Å:
C 0.9573 -3.5867 2.0010
C 0.8666 0.7513 -0.4762
C -2.4561 1.4791 -2.2818
N 4.6778 1.2962 0.8293
C -2.9815 -1.6318 1.7334
N -3.1409 0.5995 -1.1891

HOMO energy (eV): -17.1
Electronic energy (eV): -23372.0730
F_max (eV Å⁻¹): 7.28
Energy relative to the best compared isomer or geometry (same formula, charge and spin) (kcal per mole): 64.7
Net charge: +2
Orbital gap (eV): 11.371